(1)
ORCA calculation (ωB97M-V/def2-TZVPD) on a cluster of 2 separate species, C4H6OS in total in a non-equilibrium geometry.

Geometry as XYZ:
```
12
Properties=species:S:1:pos:R:3:forces:R:3
C -0.661 -1.575 0.913 -1.01 2.74 -3.30
C -0.980 -0.834 0.008 0.90 -2.60 1.97
C 1.444 1.217 0.651 -3.04 2.54 3.88
C -1.659 -0.038 -0.933 -1.17 2.52 -1.56
O 2.813 -0.774 -0.366 -0.14 -1.31 1.43
S 2.333 0.625 -0.536 3.53 0.33 -7.14
H -0.331 -2.180 1.637 1.04 -1.84 2.22
H 1.273 2.318 0.649 0.18 -1.14 0.19
H 1.385 0.596 1.486 -0.51 -0.40 1.65
H -1.556 -0.214 -2.040 0.37 -0.28 1.24
H -1.312 1.040 -0.758 -0.94 -1.22 -0.34
H -2.749 -0.182 -0.710 0.79 0.65 -0.25
```
Positions in Å, forces in eV/Å.

Computed properties:
E_HOMO (alpha / beta) (Eh): -0.25659 / -0.36628
<S²>: 2.01
Spin multiplicity: 3
Net charge: 0



(2)
ORCA calculation (ωB97M-V/def2-TZVPD) on a cluster of 12 separate species, C48H72O24 in total in a non-equilibrium geometry.

Geometry as XYZ:
```
144
Properties=species:S:1:pos:R:3:forces:R:3
O 9.129 22.430 -10.413 1.34 -1.94 -2.71
C 9.716 21.802 -11.295 -0.13 1.54 0.68
O 9.061 21.142 -12.348 -0.14 0.43 1.81
C 9.955 20.436 -13.195 1.63 0.96 0.59
C 11.338 20.399 -12.429 -0.34 0.98 -1.14
C 11.282 21.636 -11.498 -1.87 -1.55 1.08
H 10.069 21.080 -14.067 0.00 -0.33 -0.39
H 9.585 19.448 -13.468 -0.20 0.20 0.19
H 12.152 20.611 -13.121 -0.02 -0.56 -0.15
H 11.473 19.406 -12.001 0.13 0.38 0.51
H 11.806 22.530 -11.835 -0.42 -0.04 -0.39
H 11.679 21.441 -10.501 0.05 0.00 -0.04
O 9.187 28.063 -9.640 0.45 -0.91 -1.39
C 9.620 27.891 -10.766 -0.42 0.71 1.88
O 10.253 28.907 -11.375 0.72 0.43 -0.11
C 10.687 28.528 -12.687 -0.85 0.05 -0.90
C 9.642 27.426 -13.041 1.96 -0.15 -1.11
C 9.584 26.728 -11.728 -1.84 -0.67 1.31
H 11.729 28.209 -12.726 -0.09 -0.49 0.52
H 10.696 29.422 -13.310 -0.49 0.02 0.03
H 9.981 26.712 -13.792 0.20 0.24 -0.27
H 8.684 27.815 -13.385 0.03 0.21 0.36
H 10.339 25.989 -11.462 0.55 0.30 -0.42
H 8.664 26.153 -11.620 -0.16 0.17 0.28
O 17.271 26.342 -3.946 0.34 0.47 -2.37
C 17.411 26.661 -5.119 0.46 0.26 2.04
O 16.378 26.655 -5.988 0.49 -1.06 -0.63
C 16.814 27.203 -7.239 0.30 2.15 -0.24
C 18.356 27.143 -7.292 -0.77 -0.70 0.59
C 18.689 27.270 -5.803 -1.16 -0.89 0.13
H 16.497 28.242 -7.141 0.14 0.44 -0.27
H 16.320 26.890 -8.159 -0.18 -0.99 0.52
H 18.812 27.893 -7.938 -0.19 -0.05 0.07
H 18.595 26.142 -7.651 0.39 0.03 -0.06
H 18.708 28.317 -5.501 0.24 0.00 0.15
H 19.562 26.717 -5.455 -0.02 0.31 -0.03
O 16.036 22.134 -2.589 -0.99 0.94 -1.77
C 15.348 22.746 -3.407 1.14 -2.06 3.12
O 14.848 23.935 -3.099 0.67 -0.15 0.96
C 14.180 24.478 -4.178 0.03 0.94 -2.59
C 14.503 23.561 -5.409 -1.30 -0.07 0.16
C 14.822 22.258 -4.721 1.39 -0.32 0.05
H 14.653 25.424 -4.439 -0.55 0.37 0.52
H 13.117 24.570 -3.955 0.04 0.09 -0.13
H 15.353 23.937 -5.977 0.09 0.05 0.22
H 13.656 23.492 -6.092 0.00 0.06 0.05
H 15.647 21.682 -5.141 -0.21 -0.05 -0.34
H 14.023 21.552 -4.496 -0.31 0.26 -0.20
O 10.129 30.264 -6.362 -2.58 -0.77 0.33
C 9.092 29.605 -6.233 1.86 -0.12 0.47
O 7.852 30.015 -6.531 0.96 1.71 -0.38
C 6.933 28.969 -6.561 -2.10 -0.37 -0.89
C 7.535 27.772 -5.894 0.82 0.68 0.83
C 9.035 28.131 -5.822 -0.38 0.55 -0.89
H 6.550 28.789 -7.566 0.78 0.00 -0.53
H 6.000 29.266 -6.080 0.21 0.38 0.51
H 7.262 26.843 -6.395 0.13 0.01 0.48
H 7.179 27.900 -4.872 -0.06 -1.17 0.12
H 9.627 27.770 -6.663 0.18 -0.95 0.28
H 9.475 27.919 -4.847 0.25 0.03 -0.41
O 11.621 23.835 -7.496 0.37 0.06 0.81
C 12.101 24.524 -8.353 -1.84 0.03 -0.40
O 12.468 23.975 -9.491 1.56 -0.63 -2.43
C 13.004 24.930 -10.479 0.17 1.35 2.29
C 12.998 26.281 -9.654 -0.05 0.24 -0.26
C 12.070 26.019 -8.494 -0.16 -0.55 0.71
H 12.356 24.981 -11.354 0.07 -0.25 0.09
H 14.045 24.722 -10.723 -0.33 -0.65 -0.21
H 12.748 27.132 -10.288 -0.20 -0.05 0.03
H 13.936 26.551 -9.170 0.52 -0.42 -0.61
H 11.021 26.250 -8.683 -0.09 0.20 0.09
H 12.360 26.373 -7.505 -0.02 0.71 -0.20
O 8.918 25.767 -3.472 -0.52 -0.15 -0.95
C 8.943 24.890 -4.308 1.32 -0.01 2.01
O 7.884 24.449 -4.956 -2.13 1.16 -0.09
C 8.091 23.344 -5.804 1.28 -0.80 0.59
C 9.476 22.823 -5.322 0.81 -0.41 -0.45
C 10.148 24.034 -4.609 -0.82 -0.04 -0.82
H 8.003 23.664 -6.843 0.38 -0.02 -0.01
H 7.334 22.585 -5.610 -0.18 0.23 0.02
H 10.039 22.354 -6.130 0.21 0.58 -0.18
H 9.363 21.978 -4.643 -0.37 0.26 0.40
H 10.775 24.668 -5.235 0.19 -0.34 -0.36
H 10.693 23.885 -3.677 -0.16 -0.40 -0.13
O 15.129 32.864 -9.209 -1.41 -2.26 0.20
C 14.488 31.848 -8.934 1.42 2.14 0.62
O 13.760 31.146 -9.792 -0.46 0.22 -1.21
C 12.950 30.130 -9.176 0.22 -0.11 1.67
C 13.076 30.404 -7.651 -0.45 -0.29 -0.60
C 14.428 31.134 -7.605 -1.22 -0.54 0.69
H 13.394 29.150 -9.350 -0.12 0.06 -0.63
H 11.913 30.211 -9.502 0.29 -0.10 -0.35
H 13.016 29.492 -7.056 0.43 -0.26 -0.20
H 12.183 30.919 -7.295 0.38 0.74 -0.06
H 15.197 30.365 -7.681 0.34 0.04 0.32
H 14.497 31.708 -6.681 0.55 0.31 -0.44
O 15.421 22.502 -11.794 1.13 -1.75 -4.13
C 15.511 22.059 -12.981 -0.09 3.44 5.32
O 14.548 21.313 -13.435 -1.92 -0.89 0.13
C 14.529 21.237 -14.849 1.02 -0.66 -0.04
C 15.554 22.275 -15.248 -0.29 1.02 -2.35
C 16.455 22.476 -14.091 0.62 -0.26 1.51
H 13.543 21.441 -15.266 -0.06 -0.12 0.32
H 14.841 20.208 -15.025 -0.13 0.01 -0.76
H 15.056 23.229 -15.422 -0.42 0.10 0.17
H 16.009 22.105 -16.224 0.29 -0.47 0.16
H 16.784 23.497 -13.898 -0.16 -0.04 -0.15
H 17.355 21.863 -14.049 -0.05 -0.26 -0.17
O 11.938 27.401 -4.822 2.15 0.32 0.36
C 12.820 28.168 -4.488 -0.46 0.73 -0.88
O 14.192 27.974 -4.628 -0.42 -0.33 -0.74
C 15.012 29.131 -4.231 -1.64 -0.63 1.38
C 13.997 29.898 -3.386 -0.74 1.85 -0.29
C 12.587 29.570 -3.939 0.87 -1.51 0.98
H 15.474 29.720 -5.023 -0.44 -0.43 -0.55
H 15.787 28.766 -3.557 0.10 -0.27 -0.39
H 14.079 30.982 -3.467 0.58 0.07 0.16
H 14.138 29.641 -2.336 -0.36 -0.13 -0.08
H 12.157 30.220 -4.700 0.29 0.02 -0.08
H 11.845 29.439 -3.152 -0.03 0.28 0.01
O 12.533 24.932 -14.291 -0.01 0.41 -0.46
C 11.762 24.561 -15.140 1.03 -1.10 1.94
O 10.532 24.115 -14.712 0.03 -0.12 -1.11
C 9.792 23.523 -15.811 0.09 -0.15 0.38
C 10.749 23.456 -16.937 2.65 1.79 -2.33
C 12.020 24.423 -16.627 -3.13 -0.42 1.06
H 8.894 24.091 -16.054 0.18 0.30 0.30
H 9.480 22.492 -15.645 -0.10 0.18 0.94
H 10.281 23.866 -17.832 0.07 -0.69 -0.29
H 11.229 22.491 -17.100 -0.62 -0.17 -0.12
H 11.866 25.464 -16.908 -0.05 -0.04 -0.83
H 12.986 24.068 -16.987 -0.15 -0.02 0.54
O 14.651 27.804 -12.284 -0.53 -0.07 -2.97
C 14.567 27.709 -13.511 0.82 -0.45 2.62
O 13.621 28.299 -14.258 -0.60 1.34 0.54
C 13.709 27.872 -15.625 1.38 0.04 0.19
C 15.207 27.532 -15.756 -1.58 -0.80 -2.29
C 15.457 26.914 -14.450 1.60 -0.41 0.48
H 13.506 28.597 -16.413 -0.87 0.39 0.74
H 13.047 27.007 -15.585 0.22 -0.17 -1.00
H 15.874 28.341 -16.052 -0.40 0.42 0.46
H 15.240 26.848 -16.604 0.41 -0.36 0.02
H 16.530 26.969 -14.265 -0.16 0.00 0.87
H 15.193 25.857 -14.482 -0.33 0.01 0.40
```
Positions in Å, forces in eV/Å.

Computed properties:
E_HOMO (Eh): -0.33722
SMILES: O=C1CCCO1.O=C1CCCO1.O=C1CCCO1.O=C1CCCO1.O=C1CCCO1.O=C1CCCO1.O=C1CCCO1.O=C1CCCO1.O=C1CCCO1.O=C1CCCO1.O=C1CCCO1.O=C1CCCO1
Net charge: 0